[1]
# C43H56BN11SZn

A molecular structure, C43H56BN11SZn (wB97M-V/def2-TZVPD, the Open Molecules 2025 dataset).

Geometry as XYZ:
```
113
C43H56BN11SZn (wB97M-V/def2-TZVPD)
Zn 0.279 0.426 -0.104
C 1.980 -2.468 -1.547
C 1.718 -2.455 -0.079
C 1.974 -3.516 0.794
C 1.446 -3.116 2.000
N 0.916 -1.896 1.849
N 1.088 -1.467 0.570
B 0.416 -1.013 3.024
N 1.541 -0.049 3.438
C 2.818 -0.370 3.746
C 3.519 0.799 3.904
C 2.569 1.817 3.659
C 2.760 3.297 3.679
N 1.387 1.294 3.381
N -0.856 -0.232 2.675
C -1.783 0.133 3.581
C -2.473 1.212 3.087
C -1.880 1.479 1.842
C -2.124 2.644 0.945
N -0.929 0.589 1.601
N 0.107 -1.922 4.226
C 0.407 -1.704 5.525
C -0.278 -2.628 6.278
C -0.996 -3.389 5.331
C -1.906 -4.553 5.563
N -0.769 -2.947 4.105
H 2.683 -3.269 -1.778
H 2.377 -1.528 -1.913
H 1.053 -2.659 -2.091
H 2.456 -4.449 0.559
H 1.392 -3.623 2.948
H 3.134 -1.399 3.817
H 4.563 0.911 4.150
H 3.677 3.581 3.159
H 2.826 3.675 4.703
H 1.927 3.791 3.182
H -1.875 -0.395 4.516
H -3.280 1.749 3.556
H -3.163 2.965 1.004
H -1.877 2.422 -0.091
H -1.484 3.474 1.250
H 1.071 -0.906 5.813
H -0.261 -2.745 7.348
H -2.161 -4.640 6.619
H -1.436 -5.488 5.252
H -2.827 -4.441 4.991
C -4.575 2.168 -1.709
C -3.548 1.142 -2.185
C -3.575 1.063 -3.716
C -3.743 -0.227 -1.557
C -5.026 -0.723 -1.352
C -5.227 -1.990 -0.832
C -4.135 -2.777 -0.510
C -2.835 -2.314 -0.687
C -1.652 -3.208 -0.383
C -1.350 -4.115 -1.579
C -1.827 -4.041 0.885
C -2.640 -1.030 -1.210
N -1.327 -0.524 -1.401
C -0.815 -0.672 -2.613
C 0.388 -0.044 -2.957
N 1.083 0.609 -2.037
C 2.023 1.563 -2.487
C 3.341 1.544 -2.001
C 4.265 2.435 -2.533
C 3.907 3.357 -3.501
C 2.587 3.426 -3.909
C 1.625 2.560 -3.398
C 0.166 2.808 -3.762
C -0.267 4.208 -3.317
C -0.109 2.605 -5.251
C 3.788 0.596 -0.907
C 4.326 1.348 0.314
C 4.833 -0.403 -1.410
H -4.275 3.171 -2.020
H -4.675 2.158 -0.624
H -5.561 1.976 -2.141
H -2.554 1.487 -1.894
H -4.535 0.668 -4.058
H -2.787 0.415 -4.097
H -3.438 2.056 -4.154
H -5.882 -0.110 -1.608
H -6.233 -2.364 -0.678
H -4.294 -3.769 -0.108
H -0.796 -2.552 -0.233
H -2.207 -4.760 -1.792
H -0.488 -4.754 -1.366
H -1.135 -3.537 -2.481
H -2.609 -4.797 0.765
H -2.066 -3.419 1.746
H -0.897 -4.566 1.110
H -1.351 -1.226 -3.382
H 0.711 -0.053 -3.997
H 5.285 2.413 -2.167
H 4.642 4.042 -3.904
H 2.286 4.189 -4.618
H -0.451 2.097 -3.213
H 0.255 4.983 -3.883
H -0.052 4.373 -2.261
H -1.341 4.338 -3.481
H 0.469 3.308 -5.857
H -1.167 2.768 -5.471
H 0.154 1.595 -5.574
H 2.919 0.027 -0.578
H 5.271 1.843 0.075
H 4.506 0.650 1.135
H 3.623 2.103 0.661
H 5.777 0.103 -1.626
H 4.510 -0.908 -2.323
H 5.029 -1.163 -0.649
S 1.726 5.040 0.225
C 1.275 3.469 0.226
N 0.949 2.348 0.227
```

E_LUMO (alpha / beta)	0.0911 / 0.0863	hartree
electronic energy	-121829.3980	eV
charge	-1
spin multiplicity	2
HOMO energy (alpha / beta)	-4.00 / -5.19	eV

Atom charges from the Löwdin analysis, given in e for atoms 1 to 2: number 1, Zn, carries 0.643; number 2, C, carries -0.017

***

[2]
# C43H56N3P3S4ScSi2

A molecular structure, C43H56N3P3S4ScSi2 at a distorted geometry (wB97M-V/def2-TZVPD, the Open Molecules 2025 dataset).

Geometry as XYZ:
```
112
C43H56N3P3S4ScSi2 (wB97M-V/def2-TZVPD)
Sc -1.478 -20.761 -5.865
C 0.664 -20.859 -11.189
S -0.923 -20.058 -10.914
C -1.245 -20.231 -9.175
S 0.006 -20.575 -8.042
N -2.531 -20.051 -8.935
N -2.842 -20.242 -7.636
C -4.096 -20.148 -7.275
C -4.551 -20.198 -5.960
C -5.849 -20.060 -5.663
C -6.242 -19.885 -4.366
C -5.316 -19.967 -3.337
C -3.971 -20.201 -3.676
N -3.651 -20.329 -4.957
H 1.581 -20.438 -10.761
H 0.743 -20.584 -12.206
H 0.723 -21.940 -11.055
H -4.870 -19.893 -8.030
H -6.586 -20.181 -6.473
H -7.338 -19.812 -4.206
H -5.507 -19.677 -2.348
H -3.178 -20.273 -3.038
S 1.405 -23.922 -7.192
P -0.432 -23.956 -6.449
C -0.951 -22.731 -5.393
P -0.185 -22.485 -3.948
S 0.040 -20.492 -3.854
C 1.444 -23.255 -3.544
C 1.399 -24.556 -3.207
C 2.551 -25.282 -2.942
C 3.798 -24.706 -2.964
C 3.836 -23.373 -3.378
C 2.661 -22.636 -3.707
C -1.265 -23.061 -2.563
C -2.328 -23.873 -2.889
C -3.243 -24.305 -1.899
C -2.836 -24.091 -0.585
C -1.647 -23.444 -0.252
C -0.864 -22.834 -1.268
C -0.559 -25.675 -5.717
C 0.524 -26.489 -5.770
C 0.545 -27.785 -5.228
C -0.535 -28.318 -4.526
C -1.626 -27.448 -4.310
C -1.679 -26.198 -4.972
C -1.589 -23.900 -7.891
C -1.179 -23.965 -9.237
C -2.110 -24.006 -10.244
C -3.472 -23.851 -9.983
C -3.839 -23.697 -8.617
C -2.974 -23.793 -7.576
H 0.434 -24.908 -2.975
H 2.430 -26.315 -2.601
H 4.666 -25.316 -2.699
H 4.761 -22.832 -3.523
H 2.735 -21.624 -3.978
H -2.516 -23.970 -3.924
H -4.217 -24.706 -2.139
H -3.453 -24.407 0.240
H -1.440 -23.339 0.793
H 0.098 -22.341 -1.084
H 1.424 -26.180 -6.279
H 1.508 -28.343 -5.380
H -0.621 -29.369 -4.207
H -2.447 -27.840 -3.733
H -2.580 -25.635 -4.853
H -0.099 -24.008 -9.415
H -1.877 -24.111 -11.318
H -4.220 -23.953 -10.789
H -4.865 -23.515 -8.355
H -3.292 -23.741 -6.544
C -2.750 -16.685 -6.201
P -1.231 -17.682 -5.919
C -0.463 -17.043 -4.433
C -0.304 -17.057 -7.289
H -2.450 -15.698 -5.809
H -3.669 -16.996 -5.729
H -2.911 -16.512 -7.251
H 0.057 -16.090 -4.632
H 0.389 -17.723 -4.278
H -1.133 -17.013 -3.557
H -0.096 -15.967 -7.346
H -0.772 -17.365 -8.244
H 0.640 -17.560 -7.243
C -6.447 -14.424 -2.298
Si -5.905 -16.185 -2.894
C -7.407 -17.233 -2.353
C -6.217 -16.059 -4.805
C -4.320 -16.956 -2.626
Si -3.444 -17.074 -1.069
C -2.417 -15.567 -0.561
C -4.626 -17.240 0.408
C -2.176 -18.544 -0.860
H -7.511 -14.171 -2.443
H -5.793 -13.596 -2.514
H -6.394 -14.444 -1.191
H -8.342 -16.978 -2.872
H -7.508 -17.053 -1.274
H -7.177 -18.331 -2.509
H -7.072 -15.453 -4.880
H -6.359 -16.962 -5.392
H -5.372 -15.511 -5.312
H -3.618 -17.153 -3.449
H -1.564 -15.325 -1.167
H -2.064 -15.610 0.478
H -3.111 -14.742 -0.788
H -4.086 -17.017 1.326
H -5.015 -18.220 0.347
H -5.536 -16.623 0.230
H -2.672 -19.553 -0.841
H -1.662 -18.403 0.085
H -1.355 -18.562 -1.575
```

E_LUMO (alpha / beta)	0.0407 / 0.0407	hartree
electronic energy	-157637.5949	eV
charge	-1
ΔE to the lowest compared entry with this formula, charge and spin	0.136	eV
HOMO energy (alpha / beta)	-3.68 / -3.68	eV

Atom charges from the Löwdin analysis, given in e for atoms 1 to 2: number 1, Sc, carries 0.432; number 2, C, carries -0.440